The following is a DFT calculation (the ωB97M-V functional and the def2-TZVPD basis) of a single C5H7N molecule.

Each line ends with the Mulliken charge.
Geometry (Å):
C: -0.642 -1.871 -0.143  -1.293
C: -0.349 -0.359 -0.032  0.978
C: -1.624 0.116 -0.310  -0.599
N: 0.261 2.455 -0.018  -0.598
C: 1.179 1.567 0.069  -0.042
C: 0.898 0.141 0.124  -0.552
H: -0.065 -2.363 0.639  0.353
H: -1.695 -2.155 -0.001  0.380
H: -0.337 -2.234 -1.126  0.283
H: -2.283 0.051 0.574  0.242
H: 0.680 3.384 -0.107  0.242
H: 2.251 1.817 0.082  0.326
H: 1.725 -0.549 0.249  0.281

Properties
- HOMO-LUMO gap: 7.94 eV
- E: -249.30405 hartree
- LUMO energy: -0.223 eV